Record 1
This record from the Open Molecules 2025 dataset describes a molecular structure, C20H53BMn2O11. The level of theory is ωB97M-V with the def2-TZVPD basis set.

The calculation puts the highest occupied orbital energy (alpha / beta) at -0.2266 / -0.2256 hartree. As for the spin multiplicity: 11. The value obtained for the HOMO-LUMO gap (alpha / beta) is 5.2 / 4.8 eV. Its charge is 0. The expectation value of S² is 30.007.

Positions of all 87 atoms, in Å:
Mn  -0.8059  1.3669  -0.5458
Mn  -2.0267  -1.3722  -2.1326
C  -0.2614  -2.0730  1.5640
C  0.1073  -1.8588  0.0678
O  -0.5561  -0.8392  -0.6424
H  0.3643  -2.8433  2.0148
H  -1.3140  -2.3518  1.6135
H  -0.1525  -1.1200  2.0817
H  -0.1662  -2.8059  -0.3973
H  1.1942  -1.8954  -0.0053
O  -4.0562  -1.2622  -3.3729
C  -4.5156  0.0217  -3.0849
C  -3.4425  1.2200  -2.8720
O  -2.3351  0.9200  -2.0069
H  -5.1158  -0.1098  -2.1846
H  -5.1446  0.3591  -3.9088
H  -3.8581  2.1116  -2.4026
H  -2.9663  1.3862  -3.8383
B  -0.6268  -1.4111  -4.0640
H  -1.5089  -2.0307  -4.1131
H  0.0558  -1.8471  -4.7769
H  -0.9144  -0.4120  -4.3525
H  -0.3698  -1.4218  -3.0162
C  1.5849  1.4032  2.1704
O  1.1958  1.4344  0.7684
C  1.7722  2.5728  0.0577
C  1.8110  2.6090  -1.4614
O  0.4383  2.7937  -1.8898
C  0.1452  3.1310  -3.1692
H  1.6091  0.3488  2.4456
H  0.8541  1.6835  2.9289
H  2.5260  1.8249  2.5232
H  2.8438  2.5055  0.2458
H  1.4812  3.5624  0.4101
H  2.2867  1.7061  -1.8442
H  2.4129  3.4302  -1.8504
H  -0.9208  3.3302  -3.2793
H  0.3837  2.3929  -3.9350
H  0.6113  4.0714  -3.4634
C  -4.1854  -1.0146  0.6345
O  -3.4162  -1.8742  -0.1235
C  -4.1242  -3.0835  -0.4698
C  -2.9902  -4.0767  -0.9021
O  -2.2072  -3.5417  -1.9542
C  -1.5544  -4.5802  -2.6641
H  -4.9976  -0.5750  0.0556
H  -3.5139  -0.1898  0.8732
H  -4.6400  -1.3629  1.5620
H  -4.8667  -2.8331  -1.2275
H  -4.7718  -3.4143  0.3422
H  -3.6111  -4.8654  -1.3269
H  -2.3577  -4.3946  -0.0732
H  -0.7346  -4.1750  -3.2573
H  -2.1554  -5.1542  -3.3695
H  -1.1043  -5.3597  -2.0493
C  2.7825  -1.3194  -2.6281
O  3.8488  -0.9611  -1.7689
C  4.8458  -0.2096  -2.2799
C  5.6567  0.5180  -1.1282
O  6.2031  -0.3081  -0.0956
C  5.2691  -0.3363  0.9823
H  2.2824  -2.1862  -2.1961
H  3.1259  -1.8060  -3.5410
H  2.1744  -0.4481  -2.8711
H  4.3271  0.5628  -2.8478
H  5.5549  -0.8757  -2.7715
H  5.0886  1.3856  -0.7925
H  6.5891  0.8823  -1.5593
H  4.7764  0.6155  1.1806
H  5.7612  -0.5368  1.9341
H  4.4890  -1.0620  0.7525
C  0.1199  4.4107  4.1989
O  0.8548  3.7918  5.1448
C  0.0121  3.1724  6.1664
C  -0.7427  1.8359  5.7211
O  0.2758  0.7875  5.5218
C  -0.2942  -0.3927  5.0926
H  -0.5885  5.1244  4.6196
H  -0.4619  3.7386  3.5680
H  0.6612  5.0410  3.4934
H  -0.6610  3.9828  6.4461
H  0.6397  2.9106  7.0183
H  -1.2467  2.0056  4.7697
H  -1.4662  1.6178  6.5067
H  0.4459  -1.1533  4.8441
H  -0.8692  -0.0779  4.2217
H  -0.8430  -0.7463  5.9655


Record 2
This record from the Open Molecules 2025 dataset describes 2 unconnected molecules or ions with the total composition C3H9NO2. The level of theory is ωB97M-V with the def2-TZVPD basis set.

The calculation puts the highest occupied orbital energy at -0.3566 hartree. Its SMILES is CC(N)=O.CO. As for the spin multiplicity: 1. The value obtained for the HOMO-LUMO gap is 10.5 eV. Its charge is 0.

Positions of all 15 atoms, in Å:
C  0.2287  -0.6213  -1.3465
C  0.9875  0.6260  -1.7409
N  2.0355  0.9957  -0.9603
O  0.6668  1.2543  -2.7322
H  -0.8247  -0.3549  -1.2717
H  0.5302  -0.9776  -0.3657
H  0.2992  -1.4187  -2.0741
H  2.6843  1.6560  -1.3782
H  2.2489  0.7505  -0.0118
C  -1.5566  -0.6245  1.7641
O  -0.9703  0.6120  2.1852
H  -0.9899  -0.8810  0.8734
H  -1.2992  -1.3772  2.5106
H  -2.6313  -0.5775  1.5679
H  -1.4091  0.9384  2.9802


no.,F_max (eV/A),M (g/mol),electronic energy (Eh)
1,4.59,590.321,-3947.91998
2,1.36,91.110,-324.93159